Density functional theory data (wB97M-V/def2-TZVPD) for a 2-piece molecular cluster, C3H12N4O overall in a non-equilibrium geometry.

Last column: Löwdin charge in e.
Cartesian coordinates (Å):
1 C 1.316403 -1.939466 -0.525484  -0.06
2 N 0.937987 -0.597612 -0.107267  -0.23
3 N 1.497679 -0.147225 1.122163  0.06
4 C 0.481521 0.423554 -1.020520  -0.58
5 N 0.356551 0.027210 -2.327890  0.16
6 O 0.535182 1.619297 -0.735318  0.02
7 H 0.433523 -2.444827 -0.926149  0.08
8 H 1.720972 -2.509946 0.314416  0.09
9 H 2.070999 -1.884120 -1.315634  0.08
10 H 2.489500 0.045265 0.959370  0.09
11 H 1.100464 0.787870 1.276903  0.07
12 H 0.011211 0.773215 -2.918618  0.11
13 H -0.089208 -0.862171 -2.497883  0.09
14 C -2.019621 1.274426 1.687564  -0.20
15 N -1.785694 0.346944 0.592766  -0.09
16 H -1.102583 1.822511 1.917783  0.05
17 H -2.344105 0.742193 2.585711  0.06
18 H -2.794295 2.000573 1.426146  0.07
19 H -1.849245 0.846769 -0.297012  0.05
20 H -0.967241 -0.324461 0.788952  0.08

Atoms 1-2, force components in eV/Å:
C -0.20 0.49 -0.39
N -0.94 1.30 -0.91

As for the energy above the lowest of the compared OMol25 structures with the same formula, charge and spin: 1.9513 eV. The calculation puts the lowest unoccupied orbital energy at 0.76 eV. The gap between HOMO and LUMO is 9.12 eV. The calculation puts the total energy at -415.72518 Ha. The max |F| comes out at 3.6 eV/A. The highest occupied orbital energy comes out at -8.36 eV.

Density functional theory data (wB97M-V/def2-TZVPD) for a 2-piece molecular cluster, C3H12N4O overall in a non-equilibrium geometry.

Last column: Löwdin charge in e.
Cartesian coordinates (Å):
1 C 2.157034 0.811026 0.446954  -0.13
2 N 1.007790 0.664615 -0.443975  -0.07
3 C 0.483046 -0.530624 -0.597342  -0.49
4 C 0.730785 -1.673317 0.345170  -0.02
5 N -0.269038 -0.750651 -1.711346  0.15
6 H 2.978911 0.142541 0.177190  0.07
7 H 2.544768 1.826711 0.340385  0.07
8 H 1.839160 0.656015 1.482689  0.08
9 H 0.050412 -2.500688 0.134496  0.08
10 H 1.759930 -2.029046 0.240951  0.09
11 H 0.571933 -1.337540 1.371804  0.08
12 H -0.139612 -0.056823 -2.438740  0.11
13 H -0.680470 -1.664333 -1.844369  0.11
14 N -2.006769 0.381986 1.320191  -0.05
15 N -1.491506 1.374486 0.474641  -0.26
16 O -2.370011 1.542032 -0.690600  -0.13
17 H -2.849085 0.740340 1.779388  0.06
18 H -2.305118 -0.438088 0.786317  0.05
19 H -0.275981 1.390721 0.250257  0.16
20 H -1.736178 1.450636 -1.424060  0.04

Atoms 1-2, force components in eV/Å:
C -0.58 0.14 0.06
N 0.12 -1.38 -0.83

As for the energy above the lowest of the compared OMol25 structures with the same formula, charge and spin: 4.6632 eV. The calculation puts the lowest unoccupied orbital energy at 0.67 eV. The gap between HOMO and LUMO is 8.04 eV. The calculation puts the total energy at -415.62552 Ha. The max |F| comes out at 4.6 eV/A. The highest occupied orbital energy comes out at -7.37 eV.

Density functional theory data (wB97M-V/def2-TZVPD) for an isolated ion of composition C3H12N5 and charge +1 in a non-equilibrium geometry.

Last column: Löwdin charge in e.
Cartesian coordinates (Å):
1 C 2.093900 -1.433272 0.193804  0.03
2 C 1.083844 -0.330811 -0.074086  -0.28
3 N -0.187791 -0.702301 -0.191160  0.15
4 C -1.439114 0.197729 -0.371326  -0.49
5 N -1.564753 1.019244 0.847044  0.07
6 N -2.577915 -0.493522 -0.555609  0.07
7 N 1.605326 0.885045 -0.272697  -0.02
8 N 1.031314 2.105694 -0.329918  0.01
9 H 1.760534 -2.367098 -0.111782  0.06
10 H 2.297512 -1.510625 1.184805  0.06
11 H 3.093340 -1.228818 -0.393991  0.15
12 H -0.425275 -1.702080 -0.324212  0.16
13 H -1.213510 0.793669 -1.158110  0.11
14 H -2.068257 0.340999 1.377414  0.06
15 H -2.272814 1.715197 0.558670  0.11
16 H -3.007205 -1.127677 0.163280  0.14
17 H -2.580909 -0.941587 -1.478132  0.12
18 H 2.633016 0.890297 0.064986  0.20
19 H 1.255742 2.660694 -1.190243  0.13
20 H 0.150914 2.437055 0.199035  0.13

Atoms 1-2, force components in eV/Å:
C 1.76 2.46 -3.54
C -0.05 -0.68 -0.96

As for the energy above the lowest of the compared OMol25 structures with the same formula, charge and spin: 3.0673 eV. The calculation puts the lowest unoccupied orbital energy at -2.91 eV. The gap between HOMO and LUMO is 10.46 eV. The calculation puts the total energy at -394.99417 Ha. The total charge is +1. The max |F| comes out at 4.7 eV/A. The highest occupied orbital energy comes out at -13.36 eV.

Density functional theory data (wB97M-V/def2-TZVPD) for C3H12N6O11S2V as an isolated structure in a non-equilibrium geometry.

Last column: Löwdin charge in e.
Cartesian coordinates (Å):
1 V -0.713566 0.087682 -0.029995  1.07
2 S -2.412570 -0.502037 2.054975  0.33
3 O -2.822766 0.527441 2.982299  -0.33
4 O -2.877777 -1.841989 2.396512  -0.35
5 O -2.709227 -0.112487 0.625195  -0.39
6 O -0.903655 -0.586702 1.838475  -0.44
7 S -0.922425 0.338203 -2.817214  0.32
8 O -1.719021 -0.479204 -1.831587  -0.40
9 O -1.740791 1.246881 -3.598417  -0.34
10 O -0.107428 1.022655 -1.730321  -0.47
11 O -0.036938 -0.423963 -3.690674  -0.36
12 C -0.391505 -3.136008 -0.128833  -0.60
13 O -0.003705 -1.979600 -0.218890  -0.02
14 N -1.486706 -3.472573 0.592337  0.20
15 N 0.352425 -4.157094 -0.667554  0.16
16 H -1.920979 -4.373560 0.512965  0.10
17 H -1.971486 -2.767488 1.153429  0.05
18 H 0.055163 -5.111781 -0.630980  0.09
19 H 1.047971 -3.830441 -1.311557  0.10
20 C 2.528784 0.217828 -0.370443  -0.60
21 O 1.443549 0.336854 0.178635  -0.02
22 N 3.697998 0.004172 0.328579  0.16
23 N 2.601270 0.252998 -1.731998  0.19
24 H 3.619338 -0.464334 1.212462  0.10
25 H 4.504301 -0.162559 -0.247418  0.09
26 H 3.488889 0.319037 -2.197054  0.10
27 H 1.760378 0.578415 -2.204148  0.07
28 C -0.467844 3.085620 1.080007  -0.58
29 O -0.734998 1.925517 0.832212  -0.02
30 N -0.622961 4.090237 0.184212  0.19
31 N 0.047293 3.434667 2.307783  0.18
32 H -0.856292 3.884862 -0.771940  0.12
33 H -0.331465 5.014014 0.444623  0.10
34 H -0.030429 2.792731 3.074639  0.11
35 H 0.637175 4.241991 2.379667  0.09

Atoms 1-2, force components in eV/Å:
V -1.15 -1.58 -0.81
S 0.56 0.50 -0.84

The calculation puts the lowest unoccupied orbital energy (alpha / beta) at 2.45 / 2.45 eV. The gap between HOMO and LUMO (alpha / beta) is 7.63 / 7.92 eV. The calculation puts the total energy at -3018.45628 Ha. The expectation value of S² is 2.01. As for the multiplicity: 3. The total charge is -1. The max |F| comes out at 2.2 eV/A. The highest occupied orbital energy (alpha / beta) comes out at -5.19 / -5.47 eV.

Density functional theory data (wB97M-V/def2-TZVPD) for a 2-piece molecular cluster, C3H12NO overall in a non-equilibrium geometry.

Last column: Löwdin charge in e.
Cartesian coordinates (Å):
1 C 1.932643 -0.200030 -1.283400  -0.09
2 O 1.700274 0.644253 -0.139869  -0.15
3 H 1.872943 0.409191 -2.194929  0.09
4 H 1.125378 -0.922759 -1.275501  0.07
5 H 2.946060 -0.592223 -1.330412  0.09
6 H 2.478062 1.164039 0.113914  0.12
7 C -1.109399 -1.265078 1.053109  0.00
8 N -0.736562 0.159013 0.875736  -0.06
9 C -1.379772 1.032131 -0.138199  -0.01
10 H -0.839216 -1.557470 2.064870  0.11
11 H -0.634202 -1.932121 0.338246  0.10
12 H -2.182894 -1.410440 0.930841  0.10
13 H -0.954006 0.669263 1.733398  0.18
14 H 0.283299 0.087344 0.590658  0.11
15 H -2.436931 0.763050 -0.173900  0.11
16 H -1.048749 2.060803 -0.003306  0.11
17 H -1.016931 0.891033 -1.161255  0.10

Atoms 1-2, force components in eV/Å:
C 0.37 1.34 -0.67
O 0.23 -0.13 0.17

As for the energy above the lowest of the compared OMol25 structures with the same formula, charge and spin: 1.4416 eV. The calculation puts the lowest unoccupied orbital energy at -3.10 eV. The gap between HOMO and LUMO is 11.96 eV. The calculation puts the total energy at -251.21737 Ha. The total charge is +1. The max |F| comes out at 1.8 eV/A. The highest occupied orbital energy comes out at -15.05 eV.

Density functional theory data (wB97M-V/def2-TZVPD) for a 2-piece molecular cluster, C3H12NO overall in a non-equilibrium geometry.

Last column: Löwdin charge in e.
Cartesian coordinates (Å):
1 C -1.251985 -0.501639 1.907461  -0.08
2 O -0.656170 0.786260 1.593112  -0.15
3 H -0.643903 -1.250471 1.422961  0.07
4 H -2.250463 -0.554924 1.465588  0.10
5 H -1.337601 -0.605452 2.968378  0.08
6 H -1.358517 1.436676 1.711274  0.11
7 C -0.110632 -0.843339 -1.462496  -0.06
8 C 0.878682 0.333791 -1.539205  -0.18
9 N 1.367829 0.721993 -0.191914  0.16
10 H 0.275016 -1.723675 -0.971476  0.08
11 H -0.407964 -1.036627 -2.484188  0.09
12 H -1.026751 -0.522522 -0.971379  0.07
13 H 0.291019 1.148665 -1.934460  0.13
14 H 1.741871 0.066660 -2.136062  0.13
15 H 1.908406 0.018893 0.310314  0.17
16 H 1.957032 1.566446 -0.194315  0.18
17 H 0.624130 0.959265 0.506407  0.10

Atoms 1-2, force components in eV/Å:
C -0.34 0.70 -0.90
O -0.48 -0.10 0.08

As for the energy above the lowest of the compared OMol25 structures with the same formula, charge and spin: 0.8213 eV. The calculation puts the lowest unoccupied orbital energy at -3.29 eV. The gap between HOMO and LUMO is 11.98 eV. The calculation puts the total energy at -251.24017 Ha. The total charge is +1. The max |F| comes out at 1.8 eV/A. The highest occupied orbital energy comes out at -15.26 eV.